This record from OMol25 describes a molecular structure, C11H20Br2ClN4O2 at a distorted geometry. The level of theory is the ωB97M-V functional and the def2-TZVPD basis.

Element x y z (Å)
Br: -2.5453 3.6441 0.4421
Br: -2.1495 2.6041 3.4658
Cl: 2.2013 2.0280 0.4410
O: 5.6284 1.3814 -1.8603
O: 3.7135 -1.5088 -2.6216
N: -2.0676 -0.1206 -1.0694
N: -1.8414 0.7992 -0.0198
N: -0.5690 -1.7224 -2.5462
N: 0.3810 -0.3014 -0.7358
C: -2.9502 -0.1911 2.6854
C: -3.1646 1.3658 2.2199
C: 0.5631 1.5291 1.2422
C: -0.8004 -0.8030 -1.5421
C: -2.8969 1.6638 0.6312
C: 0.9029 0.6619 2.6005
C: -1.7133 -2.2261 -3.4192
C: 0.7097 -0.9630 2.4370
C: 4.7629 -0.6830 -2.7400
C: -0.3448 0.6863 0.1672
C: 4.5871 0.5469 -1.7296
H: 0.0301 2.5544 1.4949
H: 5.7596 -1.1052 -2.5211
H: -3.9149 1.4430 0.0525
H: 4.9357 -0.2313 -3.7328
H: -3.8378 -0.4463 3.4418
H: -2.5875 -1.4519 -3.5487
H: -2.9752 -0.3686 -1.5451
H: 4.4309 0.0927 -0.7354
H: 3.5842 0.9605 -1.9354
H: -1.9589 -0.3615 3.3283
H: -2.0784 -3.2643 -2.9796
H: 0.3171 1.0036 3.5572
H: 2.0570 0.8465 2.8367
H: 0.4451 -2.0166 -2.6735
H: -0.3886 -1.2907 2.1357
H: -4.3157 1.6162 2.4145
H: 0.9700 -1.5335 3.4456
H: 1.4373 -1.3895 1.6097
H: -1.2811 -2.4869 -4.5005
H: -3.0358 -0.9616 1.8069

Forces on the atoms, in the same order (eV/Å):
Br -0.05 0.56 -0.65
Br -0.65 -0.90 -0.33
Cl -1.59 -0.43 0.66
O -1.13 -0.68 0.30
O 0.71 0.46 -0.25
N 1.54 -3.09 -3.19
N 2.25 -0.01 1.19
N -1.73 0.90 0.08
N -8.15 1.44 -0.04
C -0.45 -0.23 1.23
C -1.39 -1.10 -0.50
C -1.62 -0.25 -0.19
C 2.90 3.22 3.93
C -0.30 -3.13 -0.62
C 1.08 -0.78 0.42
C 0.85 -1.30 -0.67
C 0.23 -0.57 -0.21
C -0.66 -2.00 -1.09
C 1.76 -0.69 -0.51
C 0.76 2.16 1.01
H 1.08 -2.31 -0.48
H -0.07 -0.19 0.66
H 2.38 0.47 1.26
H -0.57 0.36 -0.10
H 1.88 0.58 -1.65
H 1.89 -1.49 0.45
H 1.37 1.01 1.38
H 0.54 -0.39 0.11
H 0.03 0.11 -0.70
H -2.11 0.50 -1.81
H 0.34 2.25 -0.86
H 0.85 -0.37 -2.13
H -2.54 -0.36 -0.52
H -1.79 0.72 0.20
H 2.30 0.89 0.56
H 2.70 -0.28 -0.53
H -0.50 1.41 -1.97
H -1.54 1.00 1.63
H -0.96 0.80 2.41
H 0.38 1.66 1.55

Values from the calculation:
Relative energy (zero: lowest compared OMol25 entry of this formula, charge and spin) (kJ/mol): 699.45
E_HOMO (eV): -1.132
Orbital gap (eV): 2.21
Total charge: -1

Atom charges from the Mulliken analysis, given in e for atoms 1 to 5: -0.1893 -0.1702 -0.1631 -0.7393 -0.6795